No. 1
Below is 5 unconnected molecules or ions with the total composition C49H98BrF13N6O3S2 at a distorted geometry, with properties calculated with wB97M-V/def2-TZVPD.

As for the frontier orbital gap: 0.2388 Eh. The calculation puts the total energy at -194514.57968 eV. The value obtained for the maximum force is 6.29 eV/A. As for the total charge: 0. The LUMO energy comes out at -1.47 eV.

```
172
Properties=species:S:1:pos:R:3:forces:R:3
C 7.4178 -1.2209 -0.6959 -0.08 -0.90 0.51
O 8.2873 -0.0837 -0.4626 -2.24 -0.01 -0.08
C 7.5487 1.0973 -0.8706 1.23 0.68 -0.93
C 7.6661 1.2257 -2.4703 -1.23 0.25 0.23
C 6.3068 1.9130 -3.0202 1.15 0.42 0.27
C 6.7057 3.0435 -4.0959 -1.33 0.73 0.67
C 6.1307 4.4567 -3.5204 -0.68 -0.72 -1.33
C 4.5440 4.4490 -3.8385 0.28 0.45 1.93
C 3.7748 4.7936 -2.4566 -0.33 -0.28 -1.13
C 2.2646 5.1979 -2.8250 -0.44 0.00 1.03
C 1.1685 4.1144 -2.2683 1.33 1.33 -0.27
C -0.0869 4.9836 -1.7891 0.88 0.25 -0.27
C -1.4865 4.2627 -1.7134 0.02 1.93 -1.88
N -1.8317 3.2824 -0.6875 -0.32 -0.28 0.62
C -3.0894 2.6231 -1.0218 -2.43 -0.23 -1.11
C -4.2834 2.7010 0.0699 1.06 0.92 1.13
C -2.9734 1.1597 -1.7553 1.38 0.29 -0.08
C -2.7141 1.2688 -3.3442 0.17 -0.48 -0.68
C -1.1270 1.2646 -3.7120 0.38 -0.16 0.32
C -0.8349 1.6704 -5.2341 -2.61 1.47 0.87
F -2.1313 1.7315 -5.8743 2.63 -0.27 0.71
F -0.3332 3.0108 -5.3640 -0.56 -3.13 0.07
C -0.0153 0.5969 -6.0820 -2.64 -0.68 -2.93
F -0.3438 0.8449 -7.4561 0.95 -0.38 3.11
F -0.4359 -0.7386 -5.8565 0.62 3.59 -0.09
S 1.8445 0.6720 -5.9701 3.56 -2.38 -0.35
F 1.9165 -0.2412 -7.3943 0.03 1.82 2.18
F 1.9669 2.0878 -6.8224 -0.56 -2.19 1.68
F 1.8648 1.4116 -4.4859 -0.36 -0.53 -2.31
F 1.8143 -0.8125 -5.1499 0.49 2.46 -0.91
F 3.5056 0.6230 -5.9121 -2.62 0.16 -0.06
N -1.7428 0.3905 -1.2696 -3.51 -5.07 1.24
C -2.1550 -0.8198 -1.0080 1.56 0.91 -0.07
S -2.5533 -2.4019 -0.6753 1.14 4.01 -0.83
O -4.1051 0.3905 -1.3351 -0.60 0.88 -1.58
C -5.2054 0.2704 -2.2309 -2.03 -0.92 -1.03
C -5.9447 1.6136 -2.6861 -0.93 0.58 -0.22
C -6.9257 1.2982 -3.9276 -0.35 -3.93 -0.19
O -7.2483 0.1471 -4.2703 1.40 4.48 1.45
Br -7.7158 2.8008 -4.9547 0.60 -0.48 0.76
C -1.0486 3.0009 0.4212 1.35 0.06 0.27
F -0.4919 4.1787 1.0751 -1.00 -1.91 -1.48
F 0.1425 2.2689 -0.0028 -1.54 1.14 1.08
C -1.5638 2.2032 1.6921 0.19 -0.59 2.47
F -2.1479 0.9437 1.5026 0.66 2.23 -0.23
F -2.4591 2.9605 2.5360 1.41 -1.20 -2.21
H 7.3057 -1.4961 -1.7978 0.33 0.43 1.32
H 7.8676 -2.1044 -0.1245 -0.60 1.22 -0.92
H 6.3538 -1.0445 -0.2950 1.52 -0.11 -0.42
H 6.4740 1.1280 -0.4774 1.35 -0.44 -0.62
H 8.0703 2.0269 -0.4359 -0.66 -1.52 -0.43
H 7.8028 0.2295 -3.0115 -0.06 1.23 1.06
H 8.5867 1.8656 -2.6931 -1.39 -0.85 0.21
H 5.8037 2.4158 -2.1156 0.64 -0.62 -1.40
H 5.5510 1.1436 -3.4089 1.27 1.01 0.42
H 7.8291 3.1067 -4.2889 -1.63 -0.33 0.18
H 6.0976 2.8288 -5.0416 1.34 0.42 0.98
H 6.2575 4.5260 -2.3791 0.15 -0.01 -1.82
H 6.5774 5.3566 -4.0699 -0.35 -1.26 1.02
H 4.2163 3.3919 -4.1484 0.34 1.70 0.18
H 4.2313 5.2494 -4.5926 0.63 -1.35 0.79
H 3.8182 3.8451 -1.8136 -0.23 1.34 -0.79
H 4.3032 5.6136 -1.8462 -0.77 -1.08 -1.17
H 2.0234 6.1892 -2.3075 0.35 -1.22 -0.71
H 2.1019 5.3785 -3.9526 0.42 -0.39 1.71
H 1.7256 3.5859 -1.4090 -1.40 0.52 -1.37
H 0.9703 3.4305 -3.1581 -0.06 0.64 1.50
H 0.2434 5.5588 -0.8475 -0.81 -1.09 -1.23
H -0.1943 5.8168 -2.5862 -0.16 -1.42 1.14
H -2.2907 5.0991 -1.6934 1.19 -1.22 0.15
H -1.6340 3.7820 -2.7570 0.32 0.60 1.67
H -3.5526 3.2623 -1.8723 1.05 -0.83 1.39
H -5.2977 2.9496 -0.3759 1.44 -0.63 0.35
H -4.3377 1.8134 0.7725 -0.02 1.04 -1.09
H -4.0146 3.6118 0.7298 -0.49 -1.39 -1.03
H -3.1079 0.3604 -3.9371 0.20 1.45 1.26
H -3.2498 2.2034 -3.7082 0.92 -1.21 0.15
H -0.6655 0.2161 -3.5772 -1.00 1.61 -0.03
H -0.5923 1.9340 -2.9649 -0.37 -0.75 -1.34
H -6.0087 -0.3562 -1.6876 1.48 0.97 -0.66
H -5.0002 -0.3332 -3.1947 0.14 0.95 1.58
H -5.2646 2.4792 -2.9733 -0.82 -1.20 0.25
H -6.6351 2.0198 -1.8541 1.03 -0.66 -1.30
H -0.6379 2.0381 2.3591 -1.38 0.28 -1.30
C -3.2776 0.1842 9.4534 0.02 0.10 0.03
C -3.1559 0.0530 7.9396 -0.05 0.08 0.13
N -3.8877 1.0725 7.1969 -0.27 0.01 -0.23
C -3.9898 0.7816 5.7686 -0.14 -0.17 0.04
C -2.6965 0.7594 4.9554 0.12 0.02 -0.24
C -3.5769 2.4586 7.5306 -0.06 0.00 0.27
C -2.1285 2.9202 7.3712 0.15 0.25 -0.10
H -4.3246 0.1795 9.7676 0.06 0.06 -0.07
H -2.7783 -0.6585 9.9390 -0.02 0.05 -0.07
H -2.8056 1.0974 9.8244 -0.06 -0.05 0.00
H -3.5583 -0.9307 7.6733 -0.03 0.15 -0.24
H -2.0915 0.0371 7.6714 0.12 -0.07 0.03
H -4.6855 1.4894 5.3034 0.08 0.08 0.19
H -4.4739 -0.1960 5.6581 0.06 0.01 0.19
H -2.3230 1.7657 4.7650 0.04 -0.07 0.06
H -2.8841 0.3025 3.9789 -0.01 0.02 0.06
H -1.9082 0.1781 5.4388 -0.06 0.02 0.03
H -3.8785 2.6370 8.5670 0.02 -0.15 0.00
H -4.2238 3.1239 6.9481 0.00 -0.25 -0.11
H -1.4108 2.1934 7.7567 -0.05 -0.01 -0.01
H -1.9773 3.8506 7.9267 -0.01 -0.06 -0.02
H -1.8831 3.1304 6.3286 0.06 -0.09 0.09
C 0.5257 -3.3351 -7.0975 0.04 -0.06 0.08
C -0.5716 -4.3874 -7.2055 0.17 0.06 0.04
N -0.2147 -5.6756 -6.6228 0.00 -0.34 -0.10
C -1.1509 -6.7431 -6.9684 0.08 0.01 -0.22
C -2.5850 -6.6245 -6.4527 -0.21 -0.17 0.08
C 0.2190 -5.6523 -5.2297 0.22 0.17 -0.03
C -0.7508 -5.0853 -4.1929 -0.07 -0.06 0.29
H 1.4583 -3.6886 -7.5452 -0.07 -0.04 0.08
H 0.2224 -2.4291 -7.6275 0.00 -0.11 0.03
H 0.7210 -3.0531 -6.0603 0.04 -0.03 -0.09
H -0.7712 -4.5289 -8.2734 -0.08 -0.24 0.12
H -1.4932 -3.9821 -6.7675 -0.10 0.11 -0.01
H -0.7385 -7.7050 -6.6431 0.10 0.17 0.10
H -1.1907 -6.8138 -8.0618 0.08 0.17 0.05
H -2.6516 -6.8556 -5.3890 -0.03 0.10 -0.03
H -3.2235 -7.3452 -6.9727 0.05 0.05 0.01
H -3.0101 -5.6334 -6.6234 0.05 -0.03 0.02
H 1.1508 -5.0821 -5.1709 -0.06 0.06 -0.12
H 0.5078 -6.6642 -4.9245 -0.14 -0.01 -0.23
H -1.2349 -4.1659 -4.5284 0.02 -0.03 -0.03
H -0.2069 -4.8481 -3.2737 -0.03 0.00 -0.05
H -1.5250 -5.8069 -3.9256 -0.02 0.14 -0.05
C -8.4170 -5.2917 2.9531 -0.05 -0.01 0.10
C -7.1389 -4.4903 3.1723 -0.15 -0.03 0.03
N -7.3335 -3.2647 3.9382 0.06 0.35 -0.05
C -6.1730 -2.3774 3.9091 -0.03 0.05 -0.22
C -4.8820 -2.8752 4.5584 0.22 0.11 0.12
C -7.9708 -3.4158 5.2423 -0.25 -0.11 -0.07
C -7.2933 -4.3303 6.2626 0.05 0.00 0.30
H -9.1876 -4.6831 2.4728 0.06 0.01 0.10
H -8.2109 -6.1458 2.3026 0.02 0.07 0.06
H -8.8177 -5.6875 3.8896 -0.01 0.03 -0.07
H -6.7562 -4.2262 2.1802 0.11 0.19 0.17
H -6.3870 -5.1446 3.6322 0.07 -0.12 -0.02
H -6.4430 -1.4139 4.3567 -0.14 -0.15 0.06
H -5.9544 -2.1444 2.8600 -0.10 -0.15 0.00
H -4.9367 -2.8343 5.6470 0.02 -0.09 -0.03
H -4.0484 -2.2318 4.2598 -0.05 -0.04 -0.01
H -4.6282 -3.8938 4.2580 -0.05 0.04 0.02
H -8.9906 -3.7790 5.0848 0.07 -0.05 -0.13
H -8.1084 -2.4269 5.6936 0.18 0.02 -0.21
H -6.9443 -5.2661 5.8219 -0.01 0.04 -0.03
H -8.0053 -4.5896 7.0517 0.04 0.01 -0.05
H -6.4478 -3.8391 6.7478 0.00 -0.13 -0.07
C 5.4385 -0.6113 3.9208 0.01 0.01 0.11
C 6.8619 -0.6591 3.3768 -0.11 0.08 0.09
N 7.7063 0.4386 3.8324 0.17 0.27 -0.10
C 8.9675 0.5361 3.0996 -0.10 0.11 -0.29
C 9.9596 -0.6179 3.2391 0.28 -0.02 0.01
C 7.8082 0.6147 5.2773 -0.28 0.03 0.04
C 8.3338 -0.5607 6.1012 0.18 -0.04 0.26
H 4.9559 0.3402 3.6819 0.09 -0.03 0.06
H 4.8437 -1.4109 3.4713 0.08 0.04 0.02
H 5.4089 -0.7557 5.0037 -0.03 0.04 -0.06
H 6.7858 -0.6122 2.2848 0.28 0.10 0.05
H 7.2984 -1.6375 3.6169 -0.03 -0.14 -0.02
H 9.4735 1.4696 3.3717 -0.15 -0.06 0.18
H 8.7302 0.6491 2.0354 -0.14 -0.11 0.10
H 10.4712 -0.5963 4.2021 -0.06 -0.09 -0.02
H 10.7326 -0.5329 2.4693 -0.08 0.00 0.02
H 9.4858 -1.5940 3.1156 0.00 0.06 0.02
H 6.8189 0.8826 5.6601 -0.04 -0.08 -0.12
H 8.4226 1.4963 5.4910 0.03 -0.08 -0.26
H 7.9024 -1.5154 5.7941 0.00 0.04 -0.03
H 8.0775 -0.4133 7.1546 0.01 -0.01 -0.06
H 9.4211 -0.6383 6.0476 -0.10 -0.10 -0.04
```
Positions in Å, forces in eV/Å.

=====

No. 2
Below is a molecular structure, C4Ag7O12 at a distorted geometry, with properties calculated with wB97M-V/def2-TZVPD.

Its relative energy (zero: lowest compared OMol25 entry of this formula, charge and spin) is 0.277 eV. As for the frontier orbital gap: 0.1201 Eh. The calculation puts the total energy at -56703.62878 eV. The value obtained for the maximum force is 13.48 eV/A. As for the total charge: -1. The LUMO energy comes out at -0.64 eV.

```
23
Properties=species:S:1:pos:R:3:forces:R:3
Ag -3.1794 0.3733 -0.4234 0.81 1.40 -0.06
Ag -1.7963 2.0100 2.4484 0.94 0.36 -1.37
Ag 0.5675 2.0995 0.1731 -0.17 0.66 0.28
Ag 0.7818 -1.1208 -2.7115 0.79 -0.91 1.00
Ag 2.2267 -1.5456 1.0749 0.38 0.01 -0.53
Ag -0.9432 -1.2341 2.2526 1.00 1.09 -0.47
Ag -1.4359 -3.2395 -2.1684 1.77 0.31 0.52
C -2.7783 3.1783 -0.7393 6.59 -3.03 -0.01
O -1.8625 2.6524 -1.4713 1.43 -4.70 -0.76
O -2.8549 3.0367 0.5016 -0.87 -4.11 7.03
O -3.1922 4.1544 -1.1273 -7.09 10.37 -4.88
C -0.2516 -0.4314 -0.2227 0.81 4.25 1.29
O -0.7162 -1.4871 -0.4536 -4.88 -9.18 -1.88
O -1.0505 0.4818 0.2125 -0.20 1.01 1.57
O 0.9684 -0.2864 -0.3646 2.53 2.99 -1.07
C 1.7757 1.3201 2.7500 3.51 3.32 -0.32
O 2.8349 1.9338 2.7588 2.90 1.89 0.45
O 0.7168 1.8952 2.8869 -7.92 3.91 0.88
O 1.7832 0.1553 2.4723 -0.72 -10.44 -1.68
C 2.0566 -3.5438 -1.8835 6.71 0.10 -0.97
O 2.4715 -2.5520 -1.2249 -0.62 2.99 3.23
O 0.9318 -3.5670 -2.3903 -7.43 -0.09 -2.32
O 2.9459 -4.2834 -2.3505 -0.26 -2.20 0.07
```
Positions in Å, forces in eV/Å.

=====

No. 3
Below is a molecular structure, C4Cl2 at a distorted geometry, with properties calculated with wB97M-V/def2-TZVPD.

Its relative energy (zero: lowest compared OMol25 entry of this formula, charge and spin) is 5.363 eV. As for the frontier orbital gap (spin up / spin down): 0.2715 / 0.2760 Eh. The calculation puts the total energy at -29182.92699 eV. The value obtained for the maximum force is 3.57 eV/A. As for the total charge: 0. The LUMO energy (spin up / spin down) comes out at -2.87 / -2.55 eV.

```
6
Properties=species:S:1:pos:R:3:forces:R:3
C -0.6672 -0.8808 0.7550 -0.15 0.43 2.02
C -0.1317 -1.4581 -0.3971 0.27 -2.97 -1.98
C 0.4052 -0.1714 -0.4817 1.98 2.01 1.14
C -0.7084 0.3790 0.1970 0.37 0.05 -0.91
Cl 2.9090 0.5937 0.0076 -1.82 -0.54 -0.33
Cl -1.8069 1.5377 -0.0807 -0.65 1.02 0.06
```
Positions in Å, forces in eV/Å.

=====

No. 4
Below is 2 unconnected molecules or ions with the total composition C4F6NO4 at a distorted geometry, with properties calculated with wB97M-V/def2-TZVPD.

As for the frontier orbital gap (spin up / spin down): 0.1224 / 0.2475 Eh. The spin multiplicity is 3. The calculation puts the total energy at -30129.12222 eV. The value obtained for the maximum force is 7.36 eV/A. As for the total charge: -1. The LUMO energy (spin up / spin down) comes out at 2.70 / 2.12 eV.

```
15
Properties=species:S:1:pos:R:3:forces:R:3
C -3.9369 0.6422 -0.2543 -0.64 -0.08 -0.39
C 1.0891 -0.0435 0.2587 -0.37 -3.56 -0.60
C 1.0906 -1.6538 0.0154 0.69 2.83 1.61
C -0.0106 0.7236 -0.3279 -0.93 1.19 0.65
N 2.2686 0.6255 0.6975 -2.34 -3.32 -0.84
O -4.2755 0.5235 -1.3317 -0.42 -0.32 -3.11
O -3.7441 0.7597 0.8507 1.08 0.40 3.53
O 3.1721 -0.0433 1.1753 3.33 -3.60 2.26
O 2.3179 1.8146 0.5954 -0.42 7.26 -1.15
F 0.4190 -1.9233 -1.0761 -1.81 -0.77 -0.71
F 0.6154 -2.4059 1.1016 0.38 1.10 -1.70
F 2.3007 -2.0491 -0.2641 1.30 -0.80 0.46
F -1.1364 -0.0136 -0.5546 0.29 -0.09 -0.11
F 0.2122 1.4045 -1.4909 0.10 -0.49 0.58
F -0.3822 1.6390 0.6051 -0.25 0.25 -0.47
```
Positions in Å, forces in eV/Å.

=====

No. 5
Below is 2 unconnected molecules or ions with the total composition C4FO4 at a distorted geometry, with properties calculated with wB97M-V/def2-TZVPD.

As for the frontier orbital gap (spin up / spin down): 0.1844 / 0.2034 Eh. The calculation puts the total energy at -15052.48493 eV. The value obtained for the maximum force is 2.82 eV/A. As for the total charge: -1. The LUMO energy (spin up / spin down) comes out at 0.55 / 0.60 eV.

```
9
Properties=species:S:1:pos:R:3:forces:R:3
C 0.1131 1.0025 0.3401 2.22 1.49 -0.54
C -0.0125 0.0024 1.5050 -0.71 1.57 2.07
C 0.0194 -0.2168 -0.6109 -0.46 1.49 -0.44
C 0.0763 -1.1570 0.5636 -0.51 -1.04 -0.68
O 0.5477 2.1497 0.2534 -1.54 -2.34 0.30
O -0.0950 -0.2637 -1.7991 0.48 -0.51 -0.58
O 0.1614 -2.3444 0.6943 0.15 -0.14 0.18
O -0.2592 0.1404 2.6789 0.39 -0.42 -0.66
F -1.9569 0.5037 -2.6609 -0.01 -0.12 0.34
```
Positions in Å, forces in eV/Å.

=====

No. 6
Below is 3 unconnected molecules or ions with the total composition C4H10 at a distorted geometry, with properties calculated with wB97M-V/def2-TZVPD.

Its relative energy (zero: lowest compared OMol25 entry of this formula, charge and spin) is 3.653 eV. As for the frontier orbital gap (spin up / spin down): 0.1789 / 0.2318 Eh. The spin multiplicity is 2. The calculation puts the total energy at -4304.81952 eV. The value obtained for the maximum force is 3.97 eV/A. As for the total charge: -1. The LUMO energy (spin up / spin down) comes out at 4.60 / 4.51 eV.

```
14
Properties=species:S:1:pos:R:3:forces:R:3
C 0.9807 -0.8839 -0.7734 1.40 -0.79 0.01
C 0.8586 -0.5507 0.5910 -0.75 -1.19 1.84
C 0.5204 0.6119 1.2556 0.44 0.28 -0.22
C -1.9839 0.5666 -0.7370 -1.36 1.82 -3.25
H 1.5274 -1.9037 -0.9928 -1.10 2.12 0.11
H 0.4458 -0.3681 -1.5711 0.27 -0.55 0.22
H 1.0863 -1.3780 1.2997 -0.39 0.01 -0.46
H -2.5992 -0.1678 -0.2839 -0.26 -0.74 0.62
H 0.1318 0.5758 2.2717 0.43 0.00 0.05
H 1.6907 0.6822 -0.5937 1.00 0.39 -1.44
H 0.7654 1.5856 0.7986 -0.70 -0.43 0.15
H -2.4227 1.6039 -0.5832 0.52 -1.24 -0.22
H -0.9728 0.5558 -0.4986 1.25 -0.05 1.31
H -1.9079 0.3508 -1.8637 -0.76 0.38 1.29
```
Positions in Å, forces in eV/Å.